DFT (wB97M-V/def2-TZVPD) results for C3H4ClN3 in the gas phase at a distorted geometry.

The geometry in ORCA input format:
```
! RIJCOSX wB97M-V def2-TZVPD def2/J DEFGRID3
* xyz 0 1
H -2.2323 0.8938 2.4297
N -2.2297 0.8563 1.4125
C -1.1378 0.3706 0.9997
N -0.1583 -0.3520 1.7057
C 0.8956 -0.6111 0.8061
C 0.5309 -0.1635 -0.4109
Cl 1.3031 -0.2427 -1.9438
N -0.7361 0.4155 -0.3374
H -0.3002 -0.5890 2.6398
H 1.7510 -1.0887 1.1735
H -1.2346 0.8956 -1.0331
*
```

Maximum force ... 3.850 eV/Å
ΔE to the lowest compared entry with this formula, charge and spin ... 46.04 kJ/mol